Density functional theory data (ωB97M-V/def2-TZVPD) for one molecule with the formula C20H20N6O4S at a distorted geometry.

Last column: Mulliken charge in e.
CARTESIAN COORDINATES (ANGSTROEM)
S1 -0.0051 -3.8012 0.6524  -0.21
O1 1.0153 2.8255 -2.4317  -0.36
O2 1.3887 1.9748 1.0137  -0.76
O3 -1.1851 1.6423 4.9050  -0.59
O4 0.6069 -3.5352 -2.9492  -0.63
N1 -2.0054 -4.0670 -1.2015  -0.21
N2 1.6835 -2.1362 -1.5635  0.21
N3 1.1424 0.4697 -0.6375  0.22
N4 -3.2208 -2.3358 -0.8557  -0.38
N5 -3.0667 -3.3712 -1.5645  -0.66
N6 -2.2307 -2.3075 0.0485  0.66
C1 1.3848 -0.6023 0.3097  0.83
C2 0.9971 -4.3709 -0.7634  -0.96
C3 -1.6021 -1.5672 2.2652  0.10
C4 2.2577 -1.6956 -0.3143  -1.41
C5 1.0769 -3.3123 -1.8540  0.81
C6 -2.0365 -1.2777 0.9761  -0.81
C7 -1.1370 1.8635 3.7177  0.41
C8 0.7799 4.1855 -0.6835  -0.27
C9 0.9715 2.8826 -1.0776  0.34
C10 1.5561 -1.0414 -2.5039  -1.25
C11 -1.4906 0.7999 2.7286  0.86
C12 -1.3422 -0.5258 3.1326  -1.05
C13 0.8499 4.0732 -2.8905  -0.48
C14 0.6952 4.9532 -1.8624  -0.67
C15 1.1724 1.7426 -0.1704  0.45
C16 -1.9569 1.0710 1.4445  -0.71
C17 -1.4690 -3.4178 -0.1940  0.58
C18 0.6211 0.0136 -1.9071  -0.20
C19 -0.6756 3.1698 3.1427  -0.99
C20 -2.2441 0.0387 0.5740  -0.01
H1 0.7146 4.5312 0.3271  0.57
H2 0.5141 -5.2513 -1.1864  0.49
H3 0.5456 6.0102 -1.9357  0.46
H4 0.5106 0.8414 -2.6003  0.64
H5 0.1422 2.9737 2.4492  0.11
H6 1.8739 -0.1706 1.1843  0.60
H7 3.2538 -1.2902 -0.5269  0.31
H8 -2.6200 0.2327 -0.4193  0.56
H9 -1.4843 3.6550 2.6008  0.36
H10 -1.0090 -0.7226 4.1399  0.47
H11 2.5431 -0.6090 -2.6920  0.32
H12 -0.3393 3.8227 3.9435  0.40
H13 0.8625 4.2068 -3.9545  0.48
H14 0.4320 -1.0375 0.6286  -0.98
H15 1.1428 -1.4350 -3.4333  0.48
H16 -1.4754 -2.5923 2.5789  0.58
H17 2.3608 -2.5174 0.3912  0.49
H18 -2.1066 2.0874 1.1177  0.30
H19 -0.3646 -0.4453 -1.7459  -0.02
H20 1.9718 -4.6310 -0.3529  0.52

Its HOMO-LUMO gap is 9.0 eV. The calculation puts the energy at -1801.797857 a.u. Its SMILES is CC(=O)c1ccc(-n2nnnc2SCC(=O)N2CCN(C(=O)c3ccco3)CC2)cc1. The net charge is 0. Its spin multiplicity is 1. As for the HOMO energy: -9.16 eV.



Density functional theory data (ωB97M-V/def2-TZVPD) for one molecule with the formula C20H20O4S2 at a distorted geometry.

Last column: Mulliken charge in e.
CARTESIAN COORDINATES (ANGSTROEM)
S1 0.1418 -0.9028 -0.2982  -0.05
S2 -1.1779 0.7189 -0.4281  -0.08
O1 2.5978 1.3298 -2.5542  -0.65
O2 1.4631 2.1193 -0.7038  -0.16
O3 -0.1807 -1.4648 2.6097  -0.23
O4 -2.4422 -1.6698 3.0095  -0.60
C1 -2.1905 -3.9998 -1.3673  -0.57
C2 -2.0468 1.3142 -4.3641  -0.57
C3 -1.0278 1.0873 -2.1494  0.59
C4 1.6052 2.0072 2.2695  -0.19
C5 0.3293 1.6067 -4.1104  -0.78
C6 1.3528 -0.0368 3.7548  -1.12
C7 -0.9907 -2.2519 -0.1989  0.53
C8 -1.6637 -2.5845 1.0191  0.53
C9 2.5826 2.7289 1.3619  -1.16
C10 -2.6210 -3.6172 0.9579  -0.74
C11 1.5245 1.5825 -1.9601  0.16
C12 -2.1348 1.0469 -3.0037  -0.43
C13 -0.8045 1.5922 -4.9054  -0.45
C14 2.7678 2.1728 -0.0373  -0.48
C15 -1.4526 -1.8454 2.2918  0.22
C16 -1.2923 -2.9527 -1.3811  -0.46
C17 -0.1468 -0.3394 3.4881  -0.40
C18 2.0628 0.5683 2.5458  -0.05
C19 -2.8377 -4.3283 -0.2052  -0.56
C20 0.2541 1.4496 -2.7165  0.55
H1 0.5983 1.9794 1.8332  0.12
H2 -0.6797 0.5072 3.0234  0.33
H3 -3.0996 0.8751 -2.5724  0.46
H4 -2.3570 -4.5523 -2.2743  0.40
H5 2.2473 3.7634 1.2186  0.32
H6 1.8597 -0.0828 1.6914  -0.07
H7 -3.0973 -3.9420 1.8754  0.44
H8 -2.9499 1.3075 -4.9904  0.36
H9 1.5488 2.5264 3.2571  0.42
H10 -0.6426 -0.5631 4.4313  0.37
H11 3.1688 1.1335 0.0298  0.30
H12 1.8671 -0.9574 4.0282  0.33
H13 3.4743 2.7511 -0.6217  0.46
H14 3.5442 2.7701 1.8476  0.43
H15 1.2804 1.8581 -4.5848  0.42
H16 1.4270 0.6505 4.5888  0.45
H17 -0.7162 1.8798 -5.9417  0.38
H18 3.1654 0.5831 2.7606  0.37
H19 -0.7619 -2.6921 -2.3073  0.44
H20 -3.5487 -5.1266 -0.2173  0.40

Its HOMO-LUMO gap is 8.5 eV. The calculation puts the energy at -1871.475572 a.u. Its SMILES is O=C1OCCCCCCOC(=O)c2ccccc2SSc2ccccc21. The energy above the lowest of the compared OMol25 structures with the same formula, charge and spin comes out at 0.00 kcal per mole. The net charge is 0. Its spin multiplicity is 1. As for the HOMO energy: -8.86 eV.



Density functional theory data (ωB97M-V/def2-TZVPD) for C20H21AsIN3OTc as an isolated structure at a distorted geometry.

Last column: Mulliken charge in e.
CARTESIAN COORDINATES (ANGSTROEM)
I1 -2.7999 -3.4055 -1.1314  0.25
Tc1 -1.6092 -0.9382 -0.8993  0.79
As1 -2.3387 2.0887 -2.7359  0.61
O1 -1.7134 0.9930 -1.6151  -0.65
N1 6.2578 -0.6974 5.7893  -0.42
N2 -1.2712 -0.9218 1.0707  0.48
N3 0.3970 -0.9073 -1.0774  0.45
C1 4.2124 -1.9403 3.2537  -0.89
C2 -4.2862 2.1540 -2.6562  -1.04
C3 2.3368 -0.8865 2.1795  -0.22
C4 -2.2860 -0.9858 1.9517  -0.48
C5 -1.6522 1.6316 -4.5020  -1.05
C6 2.6513 -0.8206 -0.8092  -0.29
C7 0.9802 -0.8422 -2.2822  -0.41
C8 -0.0909 -0.9444 1.8075  0.29
C9 2.5305 0.2549 2.9596  -0.14
C10 1.4158 -0.9060 -0.1281  0.37
C11 3.1954 -1.9758 2.3179  -0.15
C12 1.1918 -0.9247 1.2489  0.19
C13 3.5684 0.3111 3.8672  -0.89
C14 5.4389 -0.7487 4.9937  -0.18
C15 -0.4238 -1.0477 3.1734  -0.42
C16 -1.6291 3.8143 -2.2121  -1.07
C17 -1.8120 -1.0713 3.2545  -1.17
C18 2.3675 -0.7804 -2.1686  -1.26
C19 4.4008 -0.7966 4.0296  0.58
C20 -3.4033 -1.5338 -1.9665  -0.82
H1 -4.5897 3.1147 -3.0763  0.42
H2 -0.5827 1.8573 -4.5054  0.37
H3 4.8510 -2.7979 3.3965  0.48
H4 0.2761 -1.1260 3.9821  0.61
H5 -4.6094 2.1138 -1.6132  0.35
H6 -0.5401 3.8052 -2.2880  0.36
H7 3.0454 -2.8652 1.7247  0.53
H8 -4.3718 -1.2406 -1.5740  0.43
H9 3.7293 1.1974 4.4601  0.48
H10 -2.0331 4.5952 -2.8582  0.42
H11 -4.7415 1.3519 -3.2410  0.35
H12 -2.4026 -1.1578 4.1435  0.48
H13 -1.9196 4.0033 -1.1771  0.37
H14 1.8796 1.1057 2.8335  0.53
H15 3.6195 -0.8001 -0.3483  0.62
H16 3.0700 -0.7238 -2.9768  0.47
H17 0.3952 -0.8453 -3.1893  0.50
H18 -3.3157 -0.9747 1.6326  0.47
H19 -3.4265 -1.6045 -3.0514  0.49
H20 -2.1504 2.2431 -5.2548  0.42
H21 -1.8113 0.5772 -4.7321  0.34

Its HOMO-LUMO gap (alpha / beta) is 6.4 / 6.0 eV. The calculation puts the energy at -3627.857622 a.u. As for the expectation value of S²: 3.790. The energy above the lowest of the compared OMol25 structures with the same formula, charge and spin comes out at 6.21 kcal per mole. The net charge is +2. Its spin multiplicity is 4. As for the HOMO energy (alpha / beta): -14.15 / -14.13 eV.



Density functional theory data (ωB97M-V/def2-TZVPD) for C20H21AuBrN4O2S5Sb as an isolated structure.

Last column: Mulliken charge in e.
CARTESIAN COORDINATES (ANGSTROEM)
Au1 -0.1741 0.0794 0.1120  0.92
Sb1 -2.0274 -1.2446 2.6878  0.45
Br1 2.9648 2.1659 -0.2770  -0.16
S1 1.5428 -3.4808 -2.8426  1.23
S2 -1.8245 -1.8149 0.3899  -0.42
S3 0.0315 -0.0788 2.5354  -0.53
S4 0.2802 -1.0058 -4.4702  -0.08
S5 -3.6513 0.5102 2.5933  -0.30
O1 2.0800 -4.3658 -1.8366  -0.76
O2 0.6216 -4.0317 -3.8142  -0.70
N1 6.1615 -1.4003 -6.0086  -0.62
N2 2.4686 -0.4842 0.2296  0.29
N3 0.9797 -2.2081 -2.0826  -0.08
N4 0.1017 -0.0549 -2.1048  -0.19
C1 2.9858 -3.0941 -5.1641  -0.24
C2 2.9258 -2.8870 -3.7967  -0.61
C3 -0.3014 0.6117 -4.2673  -0.35
C4 -3.0740 4.3615 -1.5823  -1.73
C5 4.0522 -2.6000 -5.8997  -0.71
C6 -2.0713 2.7239 -0.0534  -0.34
C7 2.7569 -1.7524 0.5339  -0.31
C8 -2.9486 3.9028 -0.1239  2.38
C9 4.0467 -2.1692 0.8094  -0.81
C10 -1.3463 1.7576 0.0038  -0.62
C11 -0.3586 0.9177 -2.9577  -0.66
C12 -4.3350 3.5347 0.4203  -1.56
C13 -2.3526 5.0355 0.7219  -1.61
C14 5.0006 -1.6781 -3.8944  -0.81
C15 3.4486 0.3812 0.1771  0.03
C16 3.9387 -2.1788 -3.1668  0.06
C17 5.0710 -1.2323 0.7630  -0.15
C18 5.0660 -1.8790 -5.2747  1.14
C19 4.7800 0.0801 0.4320  -0.62
C20 0.5029 -1.1557 -2.7405  0.11
H1 -2.2463 4.7193 1.7601  0.40
H2 -4.7762 2.7271 -0.1649  0.37
H3 -2.0975 4.6367 -1.9842  0.38
H4 4.0923 -2.7644 -6.9708  0.27
H5 4.2367 -3.2098 1.0287  0.40
H6 5.5414 0.8434 0.3699  0.41
H7 2.1833 -3.6366 -5.6462  0.49
H8 -3.0017 5.9150 0.6861  0.38
H9 -4.9974 4.4042 0.3775  0.40
H10 3.8884 -2.0134 -2.1000  0.15
H11 -0.7236 1.8390 -2.5284  0.29
H12 -1.3652 5.3136 0.3509  0.38
H13 5.7852 -1.1203 -3.3944  0.30
H14 5.9550 -1.2396 -6.9825  0.23
H15 -4.2632 3.1975 1.4549  0.27
H16 6.5987 -0.5897 -5.5979  0.23
H17 -3.4828 3.5611 -2.2007  0.37
H18 -0.6040 1.2190 -5.1032  0.39
H19 6.0939 -1.5237 0.9666  0.37
H20 1.9260 -2.4452 0.5250  0.43
H21 -3.7363 5.2289 -1.6513  0.43

Its HOMO-LUMO gap (alpha / beta) is 7.0 / 5.6 eV. The calculation puts the energy at -6085.117214 a.u. As for the expectation value of S²: 3.768. The net charge is -1. Its spin multiplicity is 4. As for the HOMO energy (alpha / beta): -4.71 / -5.18 eV.